72
Properties=species:S:1:pos:R:3:lowdin_spin:R:1 method="wB97M-V/def2-TZVPD" gap_ev="1.81 / 8.81" total_charge=-1 e_tot_ev=-49666.560 lumo_ha="0.0669 / 0.0647" s_squared=0.75 multiplicity=2 e_homo_ev="0.01 / -7.05"
C 0.4287 -1.5752 0.8800 0.002
O 0.7317 -2.7725 1.2120 0.001
N 1.3135 -0.5981 0.6512 0.006
N -0.7039 -1.0228 1.0337 0.001
H 0.9496 0.3045 0.3808 0.006
H 2.2536 -0.7891 0.3354 0.004
H -0.8269 -0.0244 0.9439 0.001
H -1.5008 -1.6090 1.2374 0.000
C 0.0048 1.4610 4.4113 0.002
O 0.1428 1.4790 5.6210 0.000
N -0.3091 0.2688 3.8199 0.001
N 0.1056 2.4857 3.5564 0.002
H -0.5984 0.3002 2.8527 0.001
H -0.4209 -0.4785 4.4901 0.000
H -0.1200 2.3911 2.5765 0.003
H 0.2074 3.4529 3.8289 0.003
C -1.3705 -1.1740 -2.6320 0.007
O -0.3597 -0.6066 -3.0315 0.019
N -2.5128 -0.8160 -2.9914 0.005
N -1.4783 -2.1917 -1.8881 0.002
H -3.3493 -1.3680 -3.1170 0.004
H -2.4833 0.1090 -3.3957 0.004
H -0.6456 -2.5521 -1.4444 0.000
H -2.2934 -1.9477 -1.3439 0.001
C 3.6557 -0.6682 -3.0280 0.046
C 3.6967 -1.8540 -1.9697 0.012
O 2.3577 -2.3083 -1.6681 0.005
O 3.0225 0.5861 -2.5604 0.158
H 3.2508 -1.0845 -3.9504 0.008
H 4.6717 -0.4129 -3.3291 0.012
H 4.1011 -1.5269 -1.0118 0.002
H 4.3418 -2.6943 -2.2262 0.001
H 1.7655 -1.7198 -2.1419 0.003
H 2.8716 1.0919 -3.3623 0.088
C -0.4365 2.4312 -1.8896 0.063
C -1.6244 2.5187 -2.8282 0.049
O -2.9037 2.3236 -2.1300 0.017
O -0.2532 3.7073 -1.2975 0.104
H 0.3915 2.1431 -2.5374 0.036
H -0.4814 1.5889 -1.1992 0.004
H -1.6229 1.7683 -3.6188 0.007
H -1.5932 3.5223 -3.2523 0.009
H -3.6305 2.5537 -2.7135 0.007
H 0.6098 4.0197 -1.5790 0.065
C -4.2771 1.3697 1.0276 0.005
C -3.2706 2.3085 1.6665 0.007
O -1.9817 1.9748 1.2809 0.011
O -4.5325 0.1762 1.7683 0.002
H -3.9634 1.1720 0.0026 0.001
H -5.0907 2.0929 0.9702 0.001
H -3.4058 2.3686 2.7464 0.000
H -3.4805 3.3198 1.3181 0.004
H -1.8272 2.5284 0.5120 0.005
H -5.1147 0.4101 2.4949 0.000
O -2.7567 -2.6433 1.5922 0.002
H -3.6631 -2.3897 1.7667 0.000
H -2.8010 -3.5817 1.4090 0.000
O 4.7045 -0.8577 1.3165 0.008
H 3.9408 -1.2925 0.9371 0.002
H 4.3474 -0.0864 1.7568 0.004
O 0.9439 -5.0751 -0.7952 0.001
H 0.8782 -4.6812 0.0747 0.000
H 1.3601 -4.4014 -1.3329 0.000
O 1.3490 2.5539 0.9515 0.044
H 2.0143 2.1223 0.4154 0.009
H 1.6135 3.4737 0.9678 0.018
O 4.1888 1.6191 -0.3516 0.070
H 4.9621 2.0564 -0.7080 0.019
H 3.7725 1.2111 -1.1109 0.011
O 1.2521 -4.8403 3.4001 0.000
H 0.8770 -5.4854 2.8007 0.000
H 0.6055 -4.1350 3.4289 0.000

---

32
Properties=species:S:1:pos:R:3:lowdin_spin:R:1 method="wB97M-V/def2-TZVPD" gap_ev="9.84 / 6.80" total_charge=+2 e_tot_ev=-17160.785 lumo_ha="-0.2609 / -0.3891" s_squared=0.76 multiplicity=2 e_above_lowest_kcal_mol=77.9 e_homo_ev="-16.94 / -17.38"
C 2.7471 1.9994 -0.3067 0.080
C 0.5793 1.0111 2.6886 0.052
C 1.8073 1.5064 2.0249 0.089
C -0.5914 1.1858 1.8776 0.208
C 1.7067 1.7131 0.5885 0.220
C -0.6713 1.4863 0.5145 0.090
C 0.5539 1.7315 -0.1441 0.044
O -1.8894 0.8674 2.3201 0.159
H 0.6727 0.7723 3.8086 -0.001
H 2.6653 1.6240 2.5742 0.002
H -1.8123 1.1929 3.2837 0.003
H -1.5839 1.7834 -0.0263 0.000
H 3.7609 2.1016 0.2247 0.001
H 2.6606 2.8882 -0.8792 0.031
H 0.5499 1.9387 -1.1612 -0.002
H 2.5919 1.4346 -1.2026 0.024
C -1.8257 -0.9424 -1.3422 0.000
C -2.9861 -0.6833 -0.3596 0.001
C 0.2681 -2.1933 -1.1716 0.000
N -0.7826 -1.6686 -0.6390 0.000
N 0.9315 -3.1978 -0.5249 0.000
N 0.6815 -1.6975 -2.3185 0.000
H -1.9872 -1.5552 -2.1953 0.000
H -1.3829 0.0387 -1.8436 0.000
H -3.9305 -0.7430 -0.8756 0.000
H -3.0757 0.3961 -0.0500 0.000
H -1.0713 -2.0250 0.3310 0.000
H 1.9544 -3.0482 -0.4579 0.000
H 0.5025 -3.6944 0.2192 0.000
H 0.5917 -0.6884 -2.4163 0.000
H 1.3952 -2.0705 -2.9666 0.000
H -3.0298 -1.4639 0.4256 0.000

---

55
Properties=species:S:1:pos:R:3:lowdin_spin:R:1 method="wB97M-V/def2-TZVPD" gap_ev="4.41 / 5.07" total_charge=-1 e_tot_ev=-131098.641 lumo_ha="-0.0218 / -0.0074" s_squared=8.79 multiplicity=6 e_above_lowest_kcal_mol=235.6 e_homo_ev="-5.01 / -5.27"
Mn -0.2444 -0.7604 -3.3871 5.111
Cl -1.0264 -4.2485 -4.3676 -0.014
Cl -2.4881 1.2251 -5.4940 -0.051
Cl 2.9305 0.4972 -5.5035 -0.060
C 2.0661 6.0158 -2.2988 0.000
O 1.2111 4.7959 -2.3151 0.000
P 0.9069 4.0218 -0.9060 0.000
O 0.4896 2.5755 -1.1096 0.005
O 2.2419 4.2269 -0.0004 0.000
C 2.3142 3.7528 1.3245 0.000
O -0.1873 4.9587 -0.2136 0.000
C -1.5585 4.6474 -0.5151 0.000
H 1.7490 6.7926 -2.9947 0.000
H 3.0474 5.6164 -2.5547 0.000
H 2.2152 6.4512 -1.3108 0.000
H 3.1672 3.0750 1.2950 0.000
H 1.4725 3.0888 1.5213 0.000
H 2.4717 4.3888 2.1956 0.000
H -2.0854 5.3500 -1.1607 0.000
H -1.8769 4.7123 0.5253 0.000
H -1.8128 3.6079 -0.7221 0.000
C 5.4610 -1.8613 1.7223 0.000
O 4.2608 -1.6416 1.0028 0.000
P 3.3697 -2.8200 0.2657 0.000
O 2.3798 -2.2827 -0.7565 0.005
O 4.4373 -3.8930 -0.3674 0.000
C 4.9964 -3.6298 -1.6783 0.000
O 2.7952 -3.6210 1.5785 0.000
C 2.0211 -4.7331 1.1550 0.000
H 6.2689 -1.1863 1.4400 0.000
H 6.0230 -2.7931 1.6590 0.000
H 5.1251 -1.6282 2.7328 0.000
H 4.1623 -3.6431 -2.3798 0.000
H 5.7580 -4.3903 -1.8511 0.000
H 5.4052 -2.6212 -1.7376 0.000
H 0.9840 -4.6252 1.4728 0.000
H 2.3603 -5.7085 1.5037 0.000
H 1.9137 -4.8353 0.0751 0.000
C -5.2234 -3.4398 0.3871 0.000
O -5.5962 -2.1203 0.1398 0.000
P -4.5942 -0.9149 0.4823 0.000
O -3.4126 -0.8671 -0.3920 0.002
O -5.5771 0.3735 0.5218 0.000
C -6.6081 0.5036 1.5196 0.000
O -4.2206 -1.1375 2.0527 0.000
C -3.1129 -0.4786 2.6068 0.000
H -5.1213 -4.0380 -0.5183 0.000
H -5.9125 -3.9688 1.0453 0.000
H -4.2498 -3.6684 0.8206 0.000
H -6.2990 0.1695 2.5100 0.000
H -7.4807 -0.0947 1.2576 0.000
H -6.8427 1.5679 1.5380 0.000
H -2.7236 0.2960 1.9462 0.000
H -2.2580 -1.1343 2.7718 0.000
H -3.4927 0.0744 3.4660 0.000

---

8
Properties=species:S:1:pos:R:3:lowdin_spin:R:1 method="wB97M-V/def2-TZVPD" gap_ev="5.09 / 7.63" total_charge=0 e_tot_ev=-9938.991 lumo_ha="0.0200 / -0.1452" s_squared=2.01 multiplicity=3 e_homo_ev="-4.55 / -11.58"
C -0.9503 0.0969 -0.1308 0.612
O -1.1231 0.5431 1.0851 0.234
O 1.5540 -0.4119 0.0564 0.015
O -0.8296 0.6849 -1.1452 0.971
F -1.0256 -1.2428 -0.0924 0.158
H -1.0919 1.5081 1.1316 0.007
H 1.5278 -1.3144 -0.2741 0.001
H 1.9386 0.1361 -0.6307 0.002

---

no.,M (g/mol)
1,474.5
2,196.3
3,581.5
4,82.0